No. 1
Here is a structure of composition C39H38N2P2SSe2Te2Ti from the Open Molecules 2025 dataset. Energies are from the ωB97M-V functional and the def2-TZVPD basis.

Geometry (Å):
Ti: -0.715 -2.074 1.101
C: -0.837 -3.422 4.693
Se: -1.198 -4.060 2.844
C: -3.138 -4.023 3.091
C: -3.768 -2.665 2.862
Se: -3.328 -1.751 1.164
C: -3.808 0.011 1.927
H: -1.082 -4.228 5.390
H: -1.395 -2.517 4.932
H: 0.226 -3.196 4.724
H: -3.318 -4.306 4.135
H: -3.531 -4.789 2.424
H: -3.445 -1.969 3.643
H: -4.861 -2.727 2.881
H: -3.050 0.386 2.610
H: -4.773 -0.093 2.431
H: -3.912 0.713 1.098
S: 1.635 -2.783 1.640
C: 1.148 -1.206 2.192
C: 2.000 -0.001 1.871
C: 1.068 1.695 2.811
C: -0.164 1.231 3.503
C: -0.571 -0.054 3.489
N: 0.027 -1.162 2.936
H: 2.852 -0.305 1.263
H: 1.227 2.768 2.944
H: -0.794 1.955 4.010
H: -1.505 -0.322 3.980
Te: 0.290 1.166 -3.072
C: 1.461 2.903 -2.775
C: 2.853 2.907 -2.836
C: 3.532 4.103 -2.655
N: 2.935 5.269 -2.422
C: 1.607 5.260 -2.359
C: 0.831 4.120 -2.527
C: 0.372 0.121 -1.257
P: -0.260 0.572 0.313
C: 1.189 1.216 1.320
C: 2.066 2.141 0.533
C: 3.258 2.638 0.880
C: 3.999 2.365 2.113
C: 3.599 1.567 3.109
C: 2.308 0.818 3.154
C: -1.303 2.057 0.055
C: -1.061 3.258 0.725
C: -1.873 4.367 0.521
C: -2.944 4.290 -0.360
C: -3.194 3.099 -1.031
C: -2.380 1.996 -0.826
P: 0.069 -1.605 -1.344
C: 1.582 -2.471 -1.919
C: 2.783 -1.773 -1.978
C: 3.958 -2.425 -2.326
C: 3.941 -3.782 -2.608
C: 2.743 -4.486 -2.540
C: 1.569 -3.834 -2.199
C: -1.041 -1.825 -2.800
C: -2.413 -1.669 -2.618
C: -3.277 -1.687 -3.698
C: -2.787 -1.883 -4.986
C: -1.426 -2.051 -5.179
C: -0.560 -2.015 -4.090
H: 3.410 1.996 -3.013
H: 4.618 4.114 -2.699
H: 1.122 6.209 -2.150
H: -0.247 4.180 -2.442
H: 1.686 2.437 -0.435
H: 3.743 3.305 0.174
H: 4.964 2.855 2.212
H: 4.265 1.457 3.960
H: 2.222 0.256 4.085
H: -0.224 3.340 1.404
H: -1.663 5.292 1.047
H: -3.579 5.153 -0.527
H: -4.021 3.026 -1.728
H: -2.578 1.078 -1.371
H: 2.780 -0.715 -1.734
H: 4.890 -1.870 -2.363
H: 4.861 -4.296 -2.868
H: 2.725 -5.551 -2.739
H: 0.640 -4.392 -2.113
H: -2.819 -1.570 -1.613
H: -4.341 -1.576 -3.532
H: -3.466 -1.909 -5.831
H: -1.027 -2.201 -6.176
H: 0.503 -2.130 -4.262
Te: -1.879 -4.318 -0.191

Its expectation value of S² is 2.0219. As for the total charge: -2. The value obtained for the HOMO energy (spin up / spin down) is -0.08 / -0.35 eV. The value obtained for the HOMO-LUMO gap (spin up / spin down) is 4.0 / 4.3 eV. The LUMO energy (spin up / spin down) is 3.92 / 3.92 eV. The value obtained for the largest force on an atom is 0.5 eV Å⁻¹. As for the multiplicity: 3.

No. 2
Here is a structure of composition C39H39BCl3GeN11O2Tc in a non-equilibrium geometry from the Open Molecules 2025 dataset. Energies are from the ωB97M-V functional and the def2-TZVPD basis.

Geometry (Å):
Tc: -0.538 -0.231 -0.809
C: 2.948 -0.829 3.341
O: 2.022 0.294 3.182
C: 1.181 0.073 2.231
N: 1.402 -1.149 1.640
C: 2.812 -1.548 2.004
C: 3.244 -2.987 1.961
C: 2.477 -4.075 2.370
C: 3.025 -5.353 2.368
C: 4.346 -5.553 1.992
C: 5.120 -4.469 1.592
C: 4.567 -3.200 1.564
C: 0.356 1.190 1.809
C: 0.299 2.282 2.697
C: -0.217 3.493 2.287
C: -0.606 3.615 0.960
C: -0.566 2.491 0.150
N: -0.164 1.261 0.552
C: -0.927 2.517 -1.263
N: -0.942 1.387 -1.911
C: -1.315 1.662 -3.325
C: -1.336 3.211 -3.337
O: -1.153 3.596 -1.936
C: -0.398 1.016 -4.333
C: 0.976 1.236 -4.285
C: 1.817 0.626 -5.202
C: 1.288 -0.195 -6.191
C: -0.085 -0.386 -6.269
C: -0.924 0.217 -5.342
H: 2.663 -1.408 4.219
H: 3.945 -0.424 3.498
H: 3.419 -1.004 1.277
H: 1.459 -3.958 2.715
H: 2.421 -6.190 2.695
H: 4.776 -6.545 2.039
H: 6.157 -4.605 1.313
H: 5.182 -2.362 1.252
H: 0.683 2.159 3.700
H: -0.279 4.333 2.968
H: -0.933 4.563 0.549
H: -2.322 1.275 -3.485
H: -2.279 3.625 -3.683
H: -0.524 3.652 -3.913
H: 1.381 1.918 -3.546
H: 2.884 0.807 -5.166
H: 1.942 -0.657 -6.918
H: -0.507 -0.988 -7.062
H: -1.997 0.093 -5.437
C: -0.270 -2.222 3.940
C: -0.434 -2.502 2.498
C: -1.407 -3.275 1.877
C: -1.127 -3.249 0.532
N: -0.022 -2.502 0.274
N: 0.390 -2.057 1.517
B: 0.899 -2.913 -1.085
N: 1.958 -1.820 -1.227
C: 3.306 -1.815 -1.365
C: 3.737 -0.514 -1.415
C: 2.589 0.274 -1.294
C: 2.603 1.762 -1.241
N: 1.513 -0.523 -1.200
N: -0.165 -2.799 -2.166
C: -0.593 -3.690 -3.090
C: -1.760 -3.222 -3.640
C: -2.024 -2.005 -3.000
C: -3.235 -1.167 -3.183
N: -1.040 -1.748 -2.118
N: 1.377 -4.367 -0.940
C: 0.543 -5.513 -0.864
C: 1.306 -6.613 -0.943
C: 2.643 -6.098 -1.070
C: 3.879 -6.836 -1.271
N: 2.622 -4.726 -1.052
H: -0.957 -2.852 4.501
H: 0.743 -2.438 4.283
H: -0.509 -1.185 4.189
H: -2.222 -3.788 2.363
H: -1.660 -3.744 -0.265
H: 3.858 -2.727 -1.423
H: 4.749 -0.161 -1.533
H: 3.166 2.146 -2.092
H: 1.613 2.201 -1.242
H: 3.135 2.097 -0.348
H: -0.043 -4.589 -3.320
H: -2.358 -3.695 -4.402
H: -3.386 -0.922 -4.234
H: -4.109 -1.745 -2.879
H: -3.208 -0.257 -2.586
H: -0.526 -5.439 -0.748
H: 1.000 -7.647 -0.920
H: 3.838 -7.825 -0.813
H: 4.015 -7.022 -2.352
H: 4.745 -6.264 -0.941
Cl: -4.247 -1.923 0.178
Ge: -2.956 -0.227 0.347
Cl: -2.480 -0.136 2.486
Cl: -4.042 1.571 -0.088

Its expectation value of S² is 3.7939. As for the total charge: +4. The value obtained for the HOMO energy (spin up / spin down) is -17.67 / -17.66 eV. The value obtained for the HOMO-LUMO gap (spin up / spin down) is 4.1 / 3.5 eV. The LUMO energy (spin up / spin down) is -13.52 / -14.18 eV. The value obtained for the largest force on an atom is 3.8 eV Å⁻¹. As for the multiplicity: 4.

No. 3
Here is a structure of composition C39H39Cl6CoFGeN3O5Si in a non-equilibrium geometry from the Open Molecules 2025 dataset. Energies are from the ωB97M-V functional and the def2-TZVPD basis.

Geometry (Å):
Co: 0.722 1.036 0.909
F: -2.182 0.856 -5.114
C: -1.883 -0.180 -4.297
C: -1.012 0.017 -3.269
C: -0.659 -1.051 -2.441
C: 0.186 -0.803 -1.275
O: 0.544 0.384 -1.036
C: 0.499 -1.929 -0.483
C: -0.030 -3.143 -0.815
N: -0.878 -3.361 -1.832
C: -1.409 -4.686 -2.068
C: -2.853 -4.955 -1.747
C: -1.765 -5.541 -0.896
C: -1.204 -2.314 -2.681
C: -2.124 -2.486 -3.724
C: -2.481 -1.429 -4.535
N: -3.454 -1.637 -5.546
C: -4.250 -0.535 -6.065
C: -5.439 -1.139 -6.834
N: -5.652 -2.536 -6.327
C: -4.520 -3.433 -6.760
C: -3.215 -2.646 -6.564
C: 1.362 -1.897 0.769
O: 1.809 -2.951 1.178
O: 1.511 -0.738 1.297
H: -0.589 0.994 -3.083
H: 0.235 -3.993 -0.200
H: -0.983 -5.171 -2.938
H: -3.406 -5.606 -2.411
H: -3.415 -4.138 -1.313
H: -1.545 -6.596 -0.972
H: -1.649 -5.124 0.094
H: -2.603 -3.445 -3.862
H: -3.702 0.122 -6.746
H: -4.605 0.067 -5.230
H: -5.244 -1.230 -7.901
H: -6.355 -0.571 -6.692
H: -6.552 -2.912 -6.619
H: -5.632 -2.498 -5.305
H: -4.697 -3.708 -7.798
H: -4.571 -4.324 -6.137
H: -2.900 -2.186 -7.508
H: -2.423 -3.321 -6.253
Cl: -1.321 7.898 -1.924
C: -0.972 6.360 -1.274
C: 0.264 6.151 -0.653
C: 0.549 4.920 -0.129
Cl: 2.038 4.597 0.612
C: -0.416 3.824 -0.199
O: -0.180 2.714 0.295
C: -1.672 4.112 -0.880
Cl: -2.788 2.830 -1.008
C: -1.938 5.345 -1.393
H: 0.984 6.954 -0.593
H: -2.877 5.550 -1.887
C: 1.178 3.382 4.980
C: 2.606 2.864 4.733
C: 3.207 2.482 6.091
C: 3.430 4.008 4.128
Si: 2.511 1.383 3.537
O: 1.386 1.761 2.378
C: 2.004 -0.134 4.502
C: 2.923 -1.090 4.937
C: 2.534 -2.143 5.750
C: 1.209 -2.264 6.146
C: 0.276 -1.333 5.715
C: 0.674 -0.283 4.900
C: 4.159 1.102 2.671
C: 4.244 1.044 1.279
C: 5.451 0.846 0.624
C: 6.618 0.695 1.357
C: 6.566 0.749 2.742
C: 5.353 0.953 3.384
H: 1.200 4.231 5.671
H: 0.544 2.615 5.432
H: 0.704 3.707 4.053
H: 3.225 3.357 6.748
H: 4.236 2.126 6.007
H: 2.626 1.703 6.586
H: 3.476 4.856 4.821
H: 2.980 4.372 3.201
H: 4.454 3.706 3.905
H: 3.959 -1.026 4.624
H: 3.263 -2.876 6.072
H: 0.904 -3.083 6.785
H: -0.763 -1.429 6.005
H: -0.070 0.439 4.577
H: 3.346 1.154 0.680
H: 5.481 0.805 -0.458
H: 7.563 0.537 0.852
H: 7.472 0.635 3.323
H: 5.347 0.997 4.467
Cl: -1.550 -1.953 2.612
Ge: -1.618 -0.082 1.560
Cl: -3.003 -0.615 -0.093
Cl: -2.763 1.283 2.778

Its expectation value of S² is 8.8044. As for the total charge: +1. The value obtained for the HOMO energy (spin up / spin down) is -9.75 / -9.74 eV. The value obtained for the HOMO-LUMO gap (spin up / spin down) is 6.4 / 4.9 eV. The LUMO energy (spin up / spin down) is -3.35 / -4.83 eV. The value obtained for the largest force on an atom is 1.2 eV Å⁻¹. As for the multiplicity: 6.